Entry from the OMol25 dataset: a single C11H16N2O5 molecule (ωB97M-V with the def2-TZVPD basis set).

Positions of all 34 atoms, in Å:
C1 3.50 0.60 0.66
C2 2.86 0.08 1.93
C3 1.40 -0.24 1.82
C4 0.63 0.00 0.75
N1 -0.71 -0.29 0.69
C5 -1.47 -0.02 -0.52
C6 -1.65 1.48 -0.80
C7 -0.73 1.77 -2.00
O1 -1.16 2.78 -2.85
C8 -0.64 0.38 -2.67
C9 0.67 0.12 -3.41
O2 0.64 -1.09 -4.12
O3 -0.79 -0.57 -1.63
C10 -1.37 -0.87 1.75
O4 -2.55 -1.14 1.73
N2 -0.57 -1.12 2.84
C11 0.78 -0.85 3.00
O5 1.35 -1.13 4.03
H1 3.06 1.54 0.35
H2 3.40 -0.12 -0.15
H3 4.56 0.77 0.83
H4 2.99 0.80 2.74
H5 3.37 -0.84 2.26
H6 1.03 0.43 -0.16
H7 -2.43 -0.53 -0.38
H8 -2.68 1.70 -1.07
H9 -1.39 2.08 0.08
H10 0.26 2.08 -1.67
H11 -2.03 2.56 -3.21
H12 -1.48 0.26 -3.38
H13 0.83 0.91 -4.14
H14 1.49 0.13 -2.68
H15 0.39 -1.79 -3.50
H16 -1.04 -1.55 3.63

Results
HOMO: -0.3350 Eh
energy: -24885.244 eV
maximum force: 0.80 eV/A
LUMO: 0.5 eV
energy relative to the best compared isomer or geometry (same formula, charge and spin): 0.76 kcal/mol
frontier orbital gap: 9.63 eV
SMILES: CCc1cn([C@H]2C[C@H](O)[C@@H](CO)O2)c(=O)[nH]c1=O

---

Entry from the OMol25 dataset: a single C11H16N4O2S molecule (ωB97M-V with the def2-TZVPD basis set).

Positions of all 34 atoms, in Å:
N1 4.35 0.60 -0.28
C1 3.31 0.32 0.54
C2 3.24 -0.80 1.32
C3 2.08 -1.07 2.11
O1 1.87 -2.01 2.84
N2 1.08 -0.07 1.99
C4 1.24 1.00 1.19
S1 0.04 2.28 1.05
C5 -1.49 1.58 1.79
C6 -1.81 0.18 1.29
O2 -1.78 -0.74 2.10
N3 -2.11 0.00 0.00
C7 -2.10 1.00 -1.05
C8 -0.94 0.74 -2.01
C9 -1.04 -0.68 -2.58
C10 -1.11 -1.69 -1.44
C11 -2.27 -1.35 -0.51
N4 2.29 1.23 0.48
H1 5.22 0.11 -0.14
H2 4.38 1.52 -0.67
H3 4.05 -1.51 1.37
H4 0.22 -0.27 2.50
H5 -1.37 1.54 2.87
H6 -2.27 2.30 1.54
H7 -2.02 2.00 -0.63
H8 -3.05 0.92 -1.59
H9 -0.97 1.47 -2.82
H10 0.01 0.86 -1.48
H11 -0.18 -0.89 -3.21
H12 -1.94 -0.77 -3.19
H13 -1.24 -2.70 -1.82
H14 -0.17 -1.67 -0.87
H15 -2.30 -2.03 0.35
H16 -3.22 -1.41 -1.05

Results
HOMO: -0.3055 Eh
energy: -32559.029 eV
maximum force: 0.61 eV/A
LUMO: 0.5 eV
energy relative to the best compared isomer or geometry (same formula, charge and spin): 0.00 kcal/mol
frontier orbital gap: 8.81 eV
SMILES: Nc1cc(=O)[nH]c(SCC(=O)N2CCCCC2)n1

---

Entry from the OMol25 dataset: a single C11H16N4O5 molecule (ωB97M-V with the def2-TZVPD basis set).

Positions of all 36 atoms, in Å:
N1 2.05 0.54 1.67
C1 2.75 0.89 0.45
C2 3.77 -0.06 -0.15
C3 3.11 -1.32 -0.71
C4 2.03 -2.07 0.04
O1 2.02 -2.46 1.20
O2 0.92 -2.27 -0.78
C5 1.68 1.35 -0.55
O3 1.97 2.27 -1.40
N2 0.39 0.97 -0.14
C6 -0.74 1.56 -0.67
C7 -1.31 0.44 -1.59
C8 -2.20 -0.64 -0.75
C9 -3.21 -1.54 -1.04
N3 -3.70 -2.12 0.07
C10 -2.95 -1.60 1.08
N4 -1.94 -0.85 0.69
C11 -1.75 2.12 0.38
O4 -2.81 2.65 0.10
O5 -1.16 2.22 1.59
H1 1.93 -0.34 1.29
H2 2.60 0.62 2.48
H3 3.05 1.82 0.87
H4 4.59 -0.22 0.54
H5 4.29 0.54 -0.89
H6 3.93 -2.16 -0.80
H7 2.66 -1.16 -1.63
H8 0.24 -2.53 -0.11
H9 0.45 0.78 0.86
H10 -0.60 2.31 -1.43
H11 -2.03 0.86 -2.42
H12 -0.48 0.02 -2.24
H13 -3.65 -1.69 -1.94
H14 -4.23 -3.00 0.33
H15 -3.09 -1.85 2.10
H16 -1.80 2.22 2.35

Results
HOMO: -0.3307 Eh
energy: -27862.409 eV
maximum force: 4.40 eV/A
LUMO: 0.5 eV
energy relative to the best compared isomer or geometry (same formula, charge and spin): 94.01 kcal/mol
frontier orbital gap: 9.48 eV
SMILES: N[C@@H](CCC(=O)O)C(=O)N[C@@H](Cc1c[nH]cn1)C(=O)O

---

Entry from the OMol25 dataset: 2 unconnected molecules or ions with the total composition C11H16O2S (ωB97M-V with the def2-TZVPD basis set).

Positions of all 30 atoms, in Å:
C1 -1.03 0.48 -1.58
C2 -0.47 0.78 -0.20
C3 -1.01 -1.48 0.52
C4 2.19 -2.15 1.44
C5 1.37 2.64 0.23
C6 0.46 1.69 0.01
C7 -0.82 -0.94 -1.93
C8 -1.42 -1.96 -0.85
C9 -1.22 0.05 0.85
C10 2.83 2.34 0.23
C11 -2.63 0.50 1.04
O1 -0.63 -2.18 1.39
O2 2.20 -1.25 -1.00
S1 2.04 -0.87 0.43
H1 -2.18 0.73 -1.55
H2 2.70 -3.06 1.28
H3 1.94 -1.97 2.56
H4 1.03 3.66 0.49
H5 -1.28 -1.28 -2.87
H6 0.20 -1.06 -2.06
H7 -1.15 -2.94 -0.97
H8 -2.46 -1.90 -0.95
H9 -0.63 0.37 1.80
H10 3.51 3.14 -0.02
H11 3.07 1.45 -0.38
H12 2.94 2.04 1.22
H13 -2.98 0.45 2.08
H14 -3.40 -0.07 0.51
H15 -2.46 1.59 0.74
H16 -0.68 1.21 -2.44

Results
HOMO: -0.3184 Eh
energy: -26592.034 eV
maximum force: 4.23 eV/A
LUMO: -0.2 eV
energy relative to the best compared isomer or geometry (same formula, charge and spin): 53.11 kcal/mol
frontier orbital gap: 8.48 eV